The following is a DFT calculation (ωB97M-V with the def2-TZVPD basis set) of 2 unconnected molecules or ions with the total composition C4H11N2 at a distorted geometry.

Molar mass, g/mol: 87.15
ΔE to the lowest compared entry with this formula, charge and spin, eV: 5.0948
Net charge: +1
Orbital gap, hartree: 0.220
LUMO level, eV: -7.34

Structure (XYZ):
```
17
Properties=species:S:1:pos:R:3:lowdin_charge:R:1
C 0.33629 -2.27553 -0.00575 -0.08
C -0.28588 -1.01808 0.60094 -0.20
C -0.07740 0.21397 -0.24944 0.22
C 0.48004 0.30778 -1.45473 -0.10
N 1.55250 1.08765 -1.79402 0.14
N -1.70491 1.49181 2.36042 0.04
H 0.54520 -3.06169 0.71656 0.09
H -0.18290 -2.69323 -0.86755 0.09
H 1.32388 -1.96984 -0.36623 0.08
H 0.17157 -0.76338 1.56794 0.15
H -1.35271 -1.16076 0.80346 0.14
H 0.10234 -0.21994 -2.33611 0.18
H 1.85797 1.66813 -1.02419 0.13
H 1.50253 1.62356 -2.65600 0.14
H -1.35994 1.29090 1.43386 -0.05
H -2.66196 1.19703 2.35983 0.02
H -1.57909 2.47904 2.45811 0.01
```

The following is a DFT calculation (ωB97M-V with the def2-TZVPD basis set) of a gas-phase ion, C4H11N2 (charge +1) at a distorted geometry.

Molar mass, g/mol: 87.15
ΔE to the lowest compared entry with this formula, charge and spin, eV: 1.0897
Net charge: +1
Multiplicity: 3
<S²>: 2.01
Orbital gap (spin up / spin down), hartree: 0.287 / 0.299
LUMO level (spin up / spin down), eV: -2.79 / -7.43

Structure (XYZ):
```
17
Properties=species:S:1:pos:R:3:lowdin_spin:R:1
C -0.61008 0.24460 0.07336 0.53
C -2.41181 -1.42310 0.01692 0.03
C 1.14488 1.89219 -0.63820 0.08
C 1.77349 -0.25771 0.56903 0.07
N -1.00495 -0.97952 0.36922 0.44
N 0.82557 0.69689 0.08281 0.66
H -1.28699 0.95917 -0.47544 0.03
H -2.51254 -2.25349 0.77530 0.00
H -3.01105 -0.67759 0.40328 0.00
H -2.58466 -1.61640 -1.04455 0.01
H 2.02297 1.59932 -1.34035 0.02
H 1.30200 2.81365 -0.11121 0.03
H 0.38187 2.28031 -1.33832 0.01
H 2.57761 0.16899 1.20633 0.03
H 2.43699 -0.68816 -0.28189 0.04
H 1.26912 -1.00241 1.28406 0.00
H -0.31243 -1.75672 0.44964 0.01
```